Molecular formula: C2HBr2NO
Method: DFT, wB97M-V/def2-TZVPD

Summary:
Kohn-Sham gap (spin up / spin down) in eV: 9.13 / 8.27
E in eV: -145708.476
⟨S²⟩: 2.010
Energy above the lowest of the compared OMol25 structures with the same formula, charge and spin in kJ/mol: 7.6
Multiplicity: 3

Last column: Mulliken spin population.
Atoms and positions in Å:
1 C 0.980 0.336 1.241  -0.005
2 C 3.076 -0.152 -0.871  1.534
3 N 0.210 0.449 0.323  0.021
4 O 1.714 0.494 2.127  -0.001
5 Br 3.910 1.307 -0.146  0.234
6 Br 3.474 -1.747 -0.001  0.221
7 H 0.344 0.390 -0.646  -0.004

Forces on atoms 1 to 2 (eV/Å):
C 0.4 1.6 -0.9
C 0.9 -0.5 1.0